{
  "formula": "C68H177N7O17",
  "method": "ωB97M-V/def2-TZVPD",
  "total_charge": 0,
  "largest_force_ev_per_a": 1.994,
  "total_energy_ha": -4359.11276,
  "gap_ev": 9.46,
  "elements": ["C", "C", "C", "O", "C", "N", "H", "H", "H", "H", "H", "H", "H", "H", "H", "H", "H", "C", "C", "C", "O", "C", "N", "H", "H", "H", "H", "H", "H", "H", "H", "H", "H", "H", "C", "C", "C", "O", "C", "N", "H", "H", "H", "H", "H", "H", "H", "H", "H", "H", "H", "C", "C", "C", "O", "C", "N", "H", "H", "H", "H", "H", "H", "H", "H", "H", "H", "H", "C", "C", "C", "O", "C", "N", "H", "H", "H", "H", "H", "H", "H", "H", "H", "H", "H", "C", "C", "C", "O", "C", "N", "H", "H", "H", "H", "H", "H", "H", "H", "H", "H", "H", "C", "C", "C", "O", "C", "N", "H", "H", "H", "H", "H", "H", "H", "H", "H", "H", "H", "C", "C", "O", "C", "C", "H", "H", "H", "H", "H", "H", "H", "H", "H", "H", "C", "C", "O", "C", "C", "H", "H", "H", "H", "H", "H", "H", "H", "H", "H", "C", "C", "O", "C", "C", "H", "H", "H", "H", "H", "H", "H", "H", "H", "H", "C", "C", "O", "C", "C", "H", "H", "H", "H", "H", "H", "H", "H", "H", "H", "C", "C", "O", "C", "C", "H", "H", "H", "H", "H", "H", "H", "H", "H", "H", "C", "C", "O", "C", "C", "H", "H", "H", "H", "H", "H", "H", "H", "H", "H", "C", "C", "O", "C", "C", "H", "H", "H", "H", "H", "H", "H", "H", "H", "H", "C", "C", "O", "C", "C", "H", "H", "H", "H", "H", "H", "H", "H", "H", "H", "C", "C", "O", "C", "C", "H", "H", "H", "H", "H", "H", "H", "H", "H", "H", "C", "C", "O", "C", "C", "H", "H", "H", "H", "H", "H", "H", "H", "H", "H"],
  "coordinates": [[12.874, 14.552, 21.623], [11.776, 13.945, 20.773], [12.342, 13.079, 19.670], [13.160, 13.977, 18.927], [13.495, 13.414, 17.723], [10.769, 13.116, 21.515], [13.357, 13.742, 22.150], [12.474, 15.260, 22.372], [13.607, 15.059, 20.980], [11.237, 14.737, 20.253], [11.529, 12.709, 19.013], [12.895, 12.181, 20.047], [14.096, 14.163, 17.229], [12.596, 13.301, 17.113], [13.998, 12.441, 17.805], [11.133, 12.436, 22.203], [10.228, 13.777, 22.075], [10.978, 14.294, 25.614], [10.180, 15.618, 25.693], [9.216, 15.814, 24.492], [9.869, 15.724, 23.228], [10.277, 17.005, 22.725], [9.301, 15.718, 26.867], [11.614, 14.185, 26.515], [11.571, 14.174, 24.713], [10.242, 13.479, 25.641], [10.831, 16.498, 25.692], [8.672, 16.775, 24.629], [8.507, 14.978, 24.503], [10.442, 16.844, 21.671], [11.177, 17.432, 23.194], [9.452, 17.730, 22.804], [9.847, 15.881, 27.725], [8.912, 14.836, 27.153], [17.746, 23.251, 17.961], [17.619, 24.763, 17.965], [17.992, 25.331, 19.327], [17.109, 24.742, 20.262], [17.297, 25.172, 21.594], [18.511, 25.435, 17.012], [18.784, 22.957, 18.174], [17.511, 22.816, 16.983], [17.058, 22.805, 18.676], [16.547, 25.002, 17.840], [17.806, 26.445, 19.391], [19.037, 25.098, 19.609], [18.338, 24.920, 21.882], [16.600, 24.686, 22.245], [17.151, 26.280, 21.659], [18.108, 25.253, 16.094], [18.484, 26.414, 17.246], [17.483, 10.300, 21.310], [16.818, 10.795, 20.054], [17.464, 12.063, 19.573], [17.346, 13.095, 20.518], [16.038, 13.558, 20.641], [16.837, 9.803, 18.970], [17.627, 11.018, 22.109], [18.476, 9.939, 21.029], [16.959, 9.447, 21.769], [15.743, 11.013, 20.168], [17.010, 12.368, 18.608], [18.541, 11.906, 19.457], [15.378, 12.946, 21.264], [15.576, 13.707, 19.655], [15.965, 14.533, 21.118], [16.263, 9.003, 19.232], [17.750, 9.359, 18.923], [18.311, 21.463, 21.269], [18.672, 20.359, 22.220], [18.358, 18.991, 21.672], [18.777, 18.068, 22.690], [18.537, 16.693, 22.379], [20.145, 20.450, 22.577], [17.240, 21.552, 21.128], [18.780, 21.337, 20.271], [18.711, 22.386, 21.682], [18.104, 20.437, 23.178], [18.759, 18.783, 20.641], [17.274, 18.817, 21.625], [17.459, 16.443, 22.257], [19.004, 16.091, 23.151], [19.024, 16.473, 21.418], [20.632, 20.600, 21.701], [20.340, 19.519, 22.916], [19.305, 16.222, 16.283], [18.311, 16.174, 17.434], [16.892, 15.858, 17.037], [16.297, 17.009, 16.455], [14.887, 16.792, 16.377], [18.813, 15.173, 18.433], [20.274, 16.476, 16.733], [19.044, 17.050, 15.662], [19.384, 15.311, 15.672], [18.271, 17.192, 17.859], [16.326, 15.533, 17.908], [16.860, 15.001, 16.347], [14.532, 16.744, 17.416], [14.650, 15.872, 15.853], [14.520, 17.661, 15.849], [18.937, 14.289, 17.955], [18.187, 14.858, 19.179], [13.517, 26.113, 19.627], [13.260, 25.279, 18.396], [11.791, 24.894, 18.326], [11.584, 23.833, 19.253], [10.257, 23.421, 19.214], [13.623, 26.059, 17.179], [13.083, 27.097, 19.442], [14.553, 26.202, 19.929], [12.961, 25.660, 20.447], [13.852, 24.360, 18.431], [11.536, 24.478, 17.331], [11.117, 25.737, 18.594], [9.965, 22.743, 20.016], [10.010, 22.925, 18.277], [9.560, 24.299, 19.265], [14.003, 25.587, 16.372], [14.187, 26.908, 17.219], [15.323, 19.927, 18.610], [14.925, 18.644, 19.370], [14.848, 18.913, 20.784], [14.422, 17.788, 21.508], [14.358, 18.151, 22.978], [16.260, 20.307, 19.040], [15.508, 19.708, 17.563], [14.521, 20.685, 18.736], [13.941, 18.284, 19.077], [15.680, 17.848, 19.244], [13.416, 17.465, 21.166], [15.108, 16.930, 21.395], [13.677, 18.959, 23.169], [15.324, 18.454, 23.389], [13.985, 17.332, 23.576], [15.441, 19.321, 12.981], [16.452, 19.769, 11.934], [16.967, 21.014, 12.386], [18.019, 21.580, 11.602], [18.627, 22.638, 12.480], [15.965, 19.277, 13.939], [14.636, 20.069, 13.096], [14.993, 18.356, 12.705], [17.257, 19.037, 11.850], [16.018, 19.840, 10.916], [18.719, 20.781, 11.338], [17.597, 22.013, 10.683], [18.992, 22.236, 13.427], [17.948, 23.452, 12.728], [19.476, 23.144, 12.011], [9.971, 20.195, 24.936], [10.923, 20.787, 23.941], [10.660, 20.249, 22.680], [11.666, 20.619, 21.715], [11.406, 19.828, 20.425], [10.092, 19.111, 24.884], [10.173, 20.549, 25.949], [8.940, 20.387, 24.675], [10.876, 21.908, 23.934], [11.922, 20.470, 24.302], [11.539, 21.680, 21.469], [12.705, 20.463, 22.087], [10.441, 20.194, 20.072], [11.352, 18.741, 20.579], [12.204, 20.098, 19.707], [15.237, 24.911, 13.210], [14.718, 23.493, 13.652], [14.730, 23.406, 15.105], [14.881, 22.108, 15.618], [13.568, 21.329, 15.656], [15.162, 24.969, 12.108], [14.628, 25.704, 13.635], [16.255, 25.101, 13.531], [13.687, 23.403, 13.315], [15.314, 22.706, 13.190], [15.603, 21.576, 15.003], [15.329, 22.177, 16.617], [13.071, 21.302, 14.699], [12.842, 21.751, 16.372], [13.706, 20.256, 15.897], [22.263, 18.563, 14.404], [21.523, 19.175, 15.567], [20.193, 19.411, 15.175], [19.460, 20.234, 16.064], [17.986, 20.026, 15.766], [22.029, 19.072, 13.464], [23.359, 18.613, 14.564], [21.966, 17.507, 14.367], [21.499, 18.516, 16.429], [21.930, 20.136, 15.979], [19.784, 20.038, 17.119], [19.787, 21.271, 15.903], [17.807, 20.314, 14.731], [17.313, 20.589, 16.429], [17.648, 18.988, 15.851], [17.029, 18.600, 25.777], [18.546, 18.879, 25.790], [19.198, 17.839, 26.524], [20.598, 17.979, 26.456], [21.218, 16.586, 26.602], [16.582, 19.363, 25.147], [16.760, 17.640, 25.297], [16.601, 18.660, 26.777], [18.975, 18.931, 24.767], [18.677, 19.827, 26.310], [20.884, 18.400, 25.490], [20.992, 18.634, 27.246], [21.001, 16.126, 27.578], [22.300, 16.725, 26.534], [20.801, 15.978, 25.806], [15.922, 14.652, 24.610], [16.328, 13.215, 24.502], [17.672, 12.970, 24.199], [18.581, 13.149, 25.318], [19.987, 12.732, 24.886], [16.196, 15.085, 25.588], [16.360, 15.249, 23.817], [14.816, 14.739, 24.559], [16.022, 12.718, 25.456], [15.822, 12.674, 23.698], [18.523, 14.228, 25.678], [18.188, 12.497, 26.121], [20.322, 13.172, 23.953], [19.993, 11.640, 24.764], [20.654, 12.965, 25.702], [14.298, 22.608, 21.134], [13.998, 23.369, 22.398], [15.080, 23.487, 23.314], [15.442, 22.268, 23.935], [16.586, 22.641, 24.911], [14.613, 21.565, 21.326], [13.421, 22.596, 20.459], [15.141, 23.087, 20.657], [13.660, 24.397, 22.256], [13.172, 22.872, 22.909], [14.587, 21.782, 24.473], [15.803, 21.527, 23.173], [16.283, 23.441, 25.596], [17.467, 22.981, 24.294], [16.880, 21.754, 25.484], [11.418, 16.443, 17.687], [11.364, 17.860, 17.073], [10.391, 17.896, 16.081], [10.127, 19.199, 15.619], [9.082, 19.123, 14.533], [10.461, 16.230, 18.136], [11.674, 15.743, 16.909], [12.154, 16.412, 18.477], [11.173, 18.573, 17.899], [12.386, 18.135, 16.746], [9.659, 19.823, 16.386], [10.986, 19.762, 15.247], [8.159, 18.724, 14.986], [9.363, 18.430, 13.735], [8.836, 20.116, 14.148], [13.813, 16.727, 26.604], [12.893, 17.586, 27.467], [12.072, 16.869, 28.321], [12.763, 16.207, 29.324], [11.777, 15.312, 30.045], [14.137, 17.366, 25.769], [14.627, 16.306, 27.146], [13.279, 15.895, 26.148], [13.500, 18.338, 28.013], [12.183, 18.159, 26.856], [13.597, 15.623, 28.893], [13.147, 16.974, 30.032], [11.485, 14.334, 29.600], [10.840, 15.883, 30.184], [12.123, 15.089, 31.069]],
  "forces_ev_per_angstrom": [[-0.2, 0.5, 0.1], [-0.7, -1.4, 0.7], [-0.1, 0.4, -0.1], [-0.1, -0.7, 1.2], [0.0, 0.2, -1.2], [0.0, 0.8, 0.3], [0.4, -0.2, 0.3], [0.1, -0.3, -0.4], [-0.2, -0.1, 0.3], [-0.3, 0.0, 0.1], [0.2, 0.1, 0.4], [0.0, 0.6, -0.2], [0.6, -0.2, -0.4], [-0.1, -0.3, -0.2], [0.1, 0.1, 0.0], [0.3, 0.6, -0.8], [-0.1, -0.2, -0.1], [-0.6, 0.3, 0.8], [-0.5, 0.0, -0.5], [0.4, -0.5, 0.3], [0.1, 1.0, 0.2], [-0.7, -0.3, 0.1], [0.8, 0.3, 1.3], [-0.2, 0.1, -0.5], [0.1, 0.2, -0.2], [0.2, 0.0, -0.1], [0.2, -0.2, 0.2], [0.3, -0.6, -0.2], [-0.1, 0.2, 0.1], [0.3, 0.1, -0.4], [-0.2, -0.3, 0.0], [0.3, -0.1, 0.1], [0.2, 0.6, -0.7], [-0.5, -0.7, -0.7], [0.5, -0.2, -0.5], [0.0, 0.4, 0.8], [-0.7, 0.3, 1.0], [-0.5, -0.3, 0.2], [1.1, 1.0, -0.7], [-0.7, -1.1, -0.1], [-0.2, 0.0, 0.2], [0.0, 0.3, 0.0], [0.1, 0.0, 0.2], [0.2, 0.1, -0.2], [0.5, -0.8, -0.4], [-0.2, 0.2, -0.3], [-0.4, 0.3, 0.2], [-0.4, -0.4, 0.2], [0.2, -0.6, 0.1], [0.4, 0.5, 0.0], [0.0, 0.4, -0.5], [0.1, -0.8, 0.7], [-0.9, -0.5, -0.4], [0.2, 0.2, -0.5], [0.3, 0.5, 0.3], [-1.0, 0.6, -0.1], [0.2, -0.6, 0.0], [-0.1, 0.5, 0.0], [0.1, 0.0, 0.1], [0.0, 0.2, -0.3], [0.3, 0.0, 0.4], [0.2, -0.1, 0.3], [0.0, 0.0, -0.2], [0.1, -0.4, -0.2], [-0.1, -0.3, 0.0], [0.7, 0.2, 0.1], [-0.3, 0.3, 0.0], [0.3, 0.3, -0.1], [0.4, 0.3, -0.3], [1.1, -0.1, 0.6], [-1.0, -1.1, 0.3], [0.2, -0.6, -0.5], [0.1, 0.7, -0.8], [-1.8, 0.2, -0.3], [-0.2, 0.1, 0.0], [-0.2, -0.1, 0.4], [-0.2, 0.3, 0.0], [0.3, 0.2, -0.6], [0.2, 0.1, 0.9], [-0.1, 0.5, -0.5], [0.4, 0.3, 0.3], [-0.2, 0.0, 0.2], [-0.1, -0.2, 0.1], [0.3, -0.2, 0.0], [0.6, -0.1, 0.0], [0.3, 0.1, 0.7], [0.2, -0.9, 0.9], [0.1, 0.1, -0.6], [-0.3, -0.9, 0.0], [1.0, 0.7, 0.5], [-0.1, 0.0, -0.2], [0.0, -0.3, -0.3], [-0.2, 0.5, -0.7], [-0.1, 0.1, 0.4], [0.2, -0.4, 0.3], [-0.2, 0.2, 0.5], [0.0, 0.1, -0.2], [-0.5, 0.0, -0.3], [-0.1, -0.2, -0.2], [-0.5, 0.0, -0.1], [0.4, 0.0, -0.4], [-0.2, 0.9, -0.1], [-0.6, 0.0, 0.2], [1.0, 0.8, -1.2], [-0.1, -0.6, -0.2], [0.2, 0.0, 0.5], [-1.5, 0.7, -0.2], [-0.1, 0.5, -0.4], [0.1, 0.2, 0.1], [0.3, 0.0, -0.2], [0.1, 0.1, 0.2], [-0.1, -0.1, 0.1], [0.1, 0.6, 0.1], [0.4, -0.2, -0.4], [0.5, 0.0, 0.2], [0.1, -0.2, -0.4], [0.4, -0.5, 0.1], [-0.3, -0.9, 0.2], [-0.4, -0.4, 1.0], [-0.4, -0.4, 1.1], [0.5, 0.5, 0.6], [0.2, 0.3, -0.7], [-0.4, -0.1, 0.5], [0.2, 0.0, 0.1], [-0.2, 0.0, -0.1], [-0.2, -0.1, -0.2], [0.5, -0.3, -0.2], [-0.2, -0.2, -0.4], [-0.2, 0.1, -0.3], [0.3, 0.0, 0.0], [0.0, 0.1, -0.3], [-0.4, 0.6, -0.1], [0.1, -0.1, -0.2], [0.0, -0.5, 0.0], [-0.2, 0.3, -0.2], [-0.2, 0.2, -0.1], [-0.1, -0.2, -0.3], [-0.7, -0.2, 0.4], [0.8, 0.7, 0.1], [-0.2, -0.3, 0.0], [0.3, -0.3, -0.2], [0.2, 0.2, 0.2], [0.2, -0.1, 0.1], [0.0, 0.2, 0.4], [0.2, 0.2, 0.0], [0.1, -0.1, 0.0], [-0.1, -0.2, -0.1], [-0.4, -0.2, -0.1], [0.0, -0.2, -0.2], [-0.3, -0.4, 0.0], [0.5, 0.6, 0.8], [0.8, 0.0, -0.8], [-0.3, -0.5, -0.1], [0.3, 0.7, 0.5], [0.0, 0.0, 0.3], [0.0, 0.0, -0.1], [-0.3, 0.3, 0.0], [0.1, -0.7, -0.1], [0.1, 0.4, -0.4], [0.2, 0.0, 0.2], [-0.8, 0.0, 0.0], [0.0, -0.3, -0.4], [0.2, 0.3, 0.0], [-0.5, -0.3, 0.2], [-0.6, -1.2, 0.0], [0.2, 1.4, 0.6], [0.3, 0.7, -0.9], [-0.2, -0.6, -0.1], [-0.3, -0.5, 0.6], [0.2, 0.0, 0.5], [-0.2, 0.0, 0.0], [0.2, -0.2, -0.1], [-0.2, -0.1, -0.1], [0.1, -0.1, 0.2], [0.2, -0.2, -0.2], [-0.3, 0.2, -0.1], [-0.1, 0.3, -0.6], [0.4, -0.1, -0.1], [0.2, 0.5, 0.2], [0.6, -0.2, 0.4], [-0.1, 1.3, 0.6], [-0.5, -0.2, -0.4], [0.5, -0.1, 0.6], [-0.3, 0.0, 0.2], [0.0, -0.1, 0.2], [-0.6, -0.1, -0.1], [0.1, 0.2, -0.4], [0.2, -0.5, 0.3], [0.2, -0.5, -0.7], [-0.6, -0.3, -0.5], [-0.3, 0.1, -0.1], [-0.1, 0.2, 0.0], [0.4, 0.1, -0.2], [0.4, 0.0, 0.1], [0.7, -0.3, -0.7], [-0.8, -0.7, 0.2], [-0.2, 0.5, -0.4], [0.3, -0.9, 0.5], [-0.1, 0.8, 0.3], [-0.3, 0.3, 0.0], [0.4, 0.3, 0.4], [0.0, -0.1, 0.0], [-0.4, 0.0, 0.6], [0.3, 0.3, 0.0], [0.1, 0.1, -0.1], [-0.2, 0.2, -0.1], [-0.1, 0.2, -0.3], [0.0, -0.4, -0.2], [0.3, -0.3, -0.1], [-0.7, 0.7, 0.5], [-0.5, -1.2, 0.4], [1.3, 0.3, 0.7], [-0.9, 0.8, -0.6], [-1.0, -0.7, 0.4], [0.1, -0.1, -0.4], [0.0, 0.2, -0.1], [0.6, -0.1, -0.1], [0.3, 0.0, -0.4], [-0.4, 0.3, 0.0], [0.2, -1.2, -0.4], [0.4, 0.3, 0.0], [-0.1, 0.3, 0.0], [0.1, 0.3, -0.1], [0.4, 0.2, 0.1], [0.2, -0.3, -0.3], [-0.6, -0.1, 0.8], [-0.2, -0.5, -0.1], [0.7, -0.1, 0.3], [0.2, -0.4, -1.1], [-0.3, 0.4, 0.0], [0.5, 0.1, 0.3], [0.2, 0.2, -0.5], [0.1, 0.0, -0.5], [-0.2, -0.1, 0.3], [0.3, 0.5, -0.3], [-0.2, 0.5, 0.6], [0.0, -0.2, -0.2], [-0.8, -0.3, 0.7], [0.1, 0.2, 0.0], [-0.1, 1.4, -0.4], [0.9, -0.6, 1.7], [0.2, 0.4, -0.3], [-0.9, 0.6, -0.5], [-0.7, -0.6, 0.1], [-0.4, -0.3, 0.0], [0.0, -0.5, -0.1], [0.4, -0.1, 0.2], [-0.4, 0.0, -0.3], [-0.4, 0.0, -0.5], [0.3, -0.1, 0.6], [0.5, -0.4, 0.1], [0.2, 0.1, -0.2], [0.1, 0.3, 0.0], [0.2, -0.2, -0.1], [-1.0, 0.7, -0.8], [0.2, 0.9, -0.7], [-0.8, -0.3, -0.2], [0.3, -0.6, 0.7], [-0.8, -0.3, 1.0], [0.4, -0.3, 0.4], [0.8, 0.0, 0.3], [-0.3, 0.0, 0.0], [-0.2, -0.3, 0.0], [0.3, -0.1, -0.1], [-0.1, 0.2, 0.4], [0.1, -0.5, -0.2], [0.5, 0.7, -0.2], [0.3, -0.2, -0.1], [0.0, 0.0, -0.4]]
}

{
  "formula": "C3H10N2O",
  "method": "ωB97M-V/def2-TZVPD",
  "total_charge": 0,
  "largest_force_ev_per_a": 3.348,
  "de_lowest_kcal_mol": 79.22,
  "total_energy_ha": -304.94841,
  "gap_ev": 9.69,
  "elements": ["C", "C", "C", "N", "N", "O", "H", "H", "H", "H", "H", "H", "H", "H", "H", "H"],
  "coordinates": [[-0.366, -1.596, 0.026], [-1.864, 0.994, -0.213], [0.248, -0.260, 0.445], [2.416, 0.901, -0.229], [1.505, -0.180, -0.326], [-0.485, 0.996, -0.150], [-0.804, -2.139, 0.790], [0.315, -2.251, -0.592], [-1.242, -1.358, -0.670], [-2.224, 1.576, 0.537], [-2.351, 0.030, -0.137], [-2.122, 1.451, -1.154], [0.280, 0.028, 1.523], [1.750, 1.650, -0.360], [2.916, 1.141, 0.621], [2.027, -0.980, -0.110]],
  "forces_ev_per_angstrom": [[-0.5, 1.2, -2.7], [0.4, -1.0, -1.5], [-0.1, 2.5, -1.7], [-1.2, 1.4, -0.8], [-0.3, -0.4, 1.2], [2.2, -2.4, 0.7], [-0.6, -1.1, 1.8], [-0.5, 0.9, 0.9], [1.3, -0.4, 0.7], [-1.4, 1.8, 2.4], [0.0, -0.4, -0.1], [-0.4, 0.1, -0.5], [0.1, -0.7, -0.6], [0.5, 0.8, -0.4], [-0.4, -0.9, 0.8], [0.7, -1.6, 0.0]]
}

{
  "formula": "C4H6",
  "method": "ωB97M-V/def2-TZVPD",
  "total_charge": 0,
  "largest_force_ev_per_a": 1.666,
  "de_lowest_kcal_mol": 42.37,
  "total_energy_ha": -155.89517,
  "gap_ev": 8.85,
  "elements": ["C", "C", "C", "C", "H", "H", "H", "H", "H", "H"],
  "coordinates": [[-1.181, 1.027, -0.064], [-0.552, -0.218, 0.494], [0.692, -0.460, 0.170], [1.780, -0.985, -0.310], [-2.114, 0.905, -0.615], [-0.445, 1.553, -0.680], [-1.362, 1.674, 0.806], [-1.068, -0.787, 1.261], [1.524, -2.030, -0.355], [2.725, -0.679, -0.706]],
  "forces_ev_per_angstrom": [[-0.2, 0.2, -0.2], [0.2, 0.2, 0.2], [-0.1, 0.4, 0.4], [-0.6, -0.8, -0.2], [-0.1, -0.1, 0.0], [-0.3, -0.1, -0.1], [-0.1, 0.0, -0.3], [0.3, 0.5, 0.6], [0.3, -0.7, -1.5], [0.5, 0.5, 1.0]]
}